# 1
15
Properties=species:S:1:pos:R:3:mulliken_charge:R:1 method="wB97M-V/def2-TZVPD" multiplicity=1 smiles="Cc1o[nH]c(=S)c1C" lumo_ev=0.3 gap_ha=0.3040
C 0.99751 0.12425 0.06543 0.68
C 0.11123 -0.94893 -0.22081 0.30
C 2.32339 -0.30922 0.04384 -0.04
C 0.69856 1.62502 0.19614 -1.33
C -1.33864 -1.15661 0.09315 -1.21
N 2.29952 -1.60066 -0.30657 0.01
O 1.00147 -2.02803 -0.39184 -0.30
S 3.71832 0.51036 0.35596 -0.43
H 0.86350 1.99019 1.21468 0.31
H -0.33376 1.78732 -0.03557 0.37
H 1.41311 2.16425 -0.42880 0.36
H -1.44985 -1.95330 0.74546 0.36
H -2.02940 -1.41023 -0.65678 0.34
H -1.68732 -0.27860 0.66704 0.32
H 3.10908 -2.18915 -0.49241 0.24


# 2
15
Properties=species:S:1:pos:R:3:mulliken_charge:R:1 method="wB97M-V/def2-TZVPD" multiplicity=1 smiles="C/C=C/C1=NOCS1" lumo_ev=0.7 gap_ha=0.3387
C -2.68073 1.15472 0.83361 -1.15
C -1.56892 0.41233 0.17793 0.05
C -0.27721 0.57732 0.46726 -0.47
C 0.78702 -0.18096 -0.20051 0.45
C 2.88942 -1.25300 -0.82809 -0.32
H -3.27587 1.71657 0.09999 0.30
H -3.36009 0.46026 1.31877 0.30
H -2.32821 1.85367 1.59005 0.31
H -1.83087 -0.29801 -0.58607 0.40
H 0.05049 1.29247 1.20428 0.27
H 3.68278 -1.20677 -1.55128 0.33
H 3.15752 -1.92375 -0.00880 0.25
N 0.57244 -1.26247 -0.85178 -0.34
O 1.72089 -1.73699 -1.47312 -0.23
S 2.46134 0.39460 -0.19224 -0.15